[1]
DFT (the ωB97M-V functional and the def2-TZVPD basis) results for the molecule C2H6N2O.

Atoms and positions in Å:
N -2.17149 -0.38705 0.22268
C -0.79239 -0.00298 0.61730
N 0.00895 -0.09110 -0.61178
C 1.29284 0.42087 -0.54581
O 2.14335 0.03638 0.21137
H -2.50109 -1.19426 0.74567
H -2.81788 0.34864 0.48845
H -0.44044 -0.69219 1.37658
H -0.88496 1.03568 0.93955
H -0.59204 0.14549 -1.37994
H 1.51310 1.24321 -1.25112

Forces on the atoms, in the same order (eV/Å):
-0.1 0.1 0.6
-1.6 -0.7 -0.8
0.2 0.1 1.0
0.0 0.1 -0.8
-0.1 0.1 0.6
0.3 0.0 -0.3
0.1 0.0 -0.2
0.4 0.3 0.1
0.6 -0.1 0.4
0.2 0.4 -0.4
0.0 -0.2 -0.3

Results
LUMO (eV): 0.8756
SMILES: NCNC=O
E_HOMO (eV): -9.7
Charge: 0
Kohn-Sham gap (eV): 10.591

Mulliken atomic charge list, values in e, 2 entries:
1. N -0.59
2. C -0.32


[2]
DFT (the ωB97M-V functional and the def2-TZVPD basis) results for the molecule C2H6N2O.

Atoms and positions in Å:
N -1.40410 -0.66209 -0.05266
N -1.15499 0.78333 -0.28248
C 0.19382 1.10211 -0.26180
C 1.23401 0.12071 0.32400
O 0.97909 -0.99333 -0.57992
H -0.91952 -1.26826 0.57635
H -2.37318 -0.78069 0.47599
H 0.53406 2.18676 -0.63887
H 2.06078 0.72991 0.25871
H 0.93096 -0.35083 1.30928
H -0.08092 -0.86761 -1.12860

Forces on the atoms, in the same order (eV/Å):
-4.4 1.2 1.3
5.1 -0.4 0.3
-4.4 0.7 1.3
-5.7 -1.4 -1.5
-1.5 0.1 -2.5
2.0 0.4 0.5
1.9 1.1 -2.2
-1.2 -2.6 0.9
3.0 -0.1 0.0
0.7 1.5 -0.5
4.5 -0.5 2.5

Results
LUMO (eV): 0.6118
SMILES: N/N=C\CO
E_HOMO (eV): -9.6
Charge: 0
Kohn-Sham gap (eV): 10.260

Mulliken atomic charge list, values in e, 2 entries:
1. N -0.49
2. N -0.41


[3]
DFT (the ωB97M-V functional and the def2-TZVPD basis) results for the molecule C2H6N2O.

Atoms and positions in Å:
C -0.95299 0.40571 1.96894
N -0.52785 0.83225 0.69874
N 0.47562 0.17274 -0.05128
C 0.17736 -0.48910 -1.21707
O 0.99110 -1.05088 -1.95333
H -0.15908 0.34376 2.75571
H -1.65562 0.93361 2.43003
H -1.25517 -0.64720 1.84301
H -0.34652 1.79895 0.60464
H 1.47777 -0.00668 0.24365
H -0.97080 -0.54998 -1.29384

Forces on the atoms, in the same order (eV/Å):
4.1 -4.7 0.1
0.7 0.5 -2.4
1.3 -1.0 0.4
-0.8 -1.2 -0.1
-1.4 1.3 1.4
0.1 0.1 -0.5
-3.4 2.5 1.0
-0.4 0.4 0.3
0.0 1.0 0.2
-1.6 0.8 0.1
1.4 0.2 -0.5

Results
LUMO (eV): 0.9510
SMILES: CNNC=O
E_HOMO (eV): -9.8
Charge: 0
Kohn-Sham gap (eV): 10.731

Mulliken atomic charge list, values in e, 2 entries:
1. C -0.77
2. N -0.29


[4]
DFT (the ωB97M-V functional and the def2-TZVPD basis) results for the molecule C2H6N2O.

Atoms and positions in Å:
N 0.54046 1.13193 0.88106
C 0.73254 -0.13811 0.73893
C -0.11470 -0.52962 -0.78486
N -1.48401 -0.14914 -0.44724
O 0.12818 -1.69877 -1.07624
H 1.30204 1.63621 1.33070
H 0.26495 0.27287 -1.43161
H 1.79192 -0.42392 0.66717
H 0.24819 -0.83943 1.41205
H -1.37227 0.76193 -0.00469
H -2.03730 -0.02396 -1.28528

Forces on the atoms, in the same order (eV/Å):
-1.9 0.5 2.2
3.7 0.8 2.9
-3.3 -0.5 -3.9
0.7 0.3 1.1
0.6 -0.1 0.6
0.8 0.2 -1.6
1.1 -0.1 0.2
0.0 -0.5 -0.1
-1.4 -0.3 -1.1
-0.5 0.1 0.0
0.1 -0.3 -0.1

Results
LUMO (eV): -2.1163
E_HOMO (eV): -9.3
Charge: 0
Kohn-Sham gap (eV): 7.156

Mulliken atomic charge list, values in e, 2 entries:
1. N -0.53
2. C -0.33


[5]
DFT (the ωB97M-V functional and the def2-TZVPD basis) results for a structure of composition C2H6N2O2.

Atoms and positions in Å:
C 0.52859 -2.16647 0.12876
C 0.02035 1.65385 1.45459
N -0.80802 1.83778 2.22315
N 0.03487 -1.05337 0.45787
O -1.12518 -1.24980 1.32026
O 1.10422 1.63323 0.76917
H -0.64611 2.27171 -4.73427
H 1.25025 -1.91204 -0.58289
H 0.13734 -3.14094 0.31742
H -1.00261 -0.67458 2.08145
H -0.82112 2.10933 -3.97568
H 1.32741 0.69131 0.54017

Forces on the atoms, in the same order (eV/Å):
-0.8 1.4 -0.6
1.0 0.4 0.3
-1.2 -0.1 0.4
-1.5 -0.3 2.4
0.9 -0.5 -1.0
0.7 -0.9 -0.8
-0.4 -0.3 1.6
1.6 -0.8 -1.1
-0.2 -0.5 0.4
0.1 0.6 -0.1
0.4 0.3 -1.6
-0.6 0.8 0.1

Results
LUMO (eV): 0.4773
E_HOMO (eV): -10.9
Charge: 0
Kohn-Sham gap (eV): 11.332

Mulliken atomic charge list, values in e, 2 entries:
1. C -0.24
2. C 0.54


[6]
DFT (the ωB97M-V functional and the def2-TZVPD basis) results for the molecule C2H6N2O2.

Atoms and positions in Å:
C 0.99383 1.52202 -0.01161
C -0.13900 0.46744 -0.02163
N -1.37857 0.71162 0.16253
O -1.92982 -0.63664 -0.08544
N 0.40502 -0.84795 -0.23407
O 1.76712 -1.00080 0.21362
H 1.61118 1.43013 -0.84591
H 1.43398 1.45267 0.95777
H 0.35285 2.52412 -0.34115
H -2.88661 -0.67096 0.18408
H -0.00786 -1.68346 0.28865
H 2.48397 -0.93536 -0.56859

Forces on the atoms, in the same order (eV/Å):
-5.5 2.2 -0.7
2.8 -0.7 0.5
0.0 -1.9 -1.0
-1.9 0.4 0.8
0.0 -1.4 0.7
2.2 0.8 -1.9
1.4 -0.7 -1.0
0.6 0.7 0.4
1.9 -2.1 1.7
1.5 0.7 -0.2
0.0 2.1 -1.3
-3.1 -0.2 2.1

Results
LUMO (eV): 0.7472
SMILES: C/C(=N/O)NO
E_HOMO (eV): -9.0
Charge: 0
Kohn-Sham gap (eV): 9.767

Mulliken atomic charge list, values in e, 2 entries:
1. C -0.89
2. C 0.63


[7]
DFT (the ωB97M-V functional and the def2-TZVPD basis) results for a cluster of 2 separate species, C2H6N2O2 in total.

Atoms and positions in Å:
N -0.26626 1.87357 1.28818
C -0.23202 0.87582 0.40816
N 0.75206 0.60152 -0.37261
H 0.56602 2.37607 1.55370
H -0.97203 1.85861 1.99728
H -1.11856 0.25836 0.33560
H 0.71217 -0.30800 -1.01924
H 1.60818 1.13350 -0.26261
O -0.96299 -1.71498 -0.05455
C -0.26272 -2.17361 -0.96502
O 0.62595 -1.56038 -1.63321
H -0.44981 -3.22048 -1.27567

Forces on the atoms, in the same order (eV/Å):
0.3 0.3 0.5
-0.1 0.1 -0.2
0.2 0.8 0.5
0.1 0.0 -0.2
-0.3 0.0 0.0
0.1 -0.2 -0.1
0.0 -0.7 -0.3
-0.1 -0.1 -0.1
-0.1 -0.1 0.1
-0.4 -0.3 -0.3
0.0 0.2 0.1
0.2 0.0 0.0

Results
LUMO (eV): 0.3527
E_HOMO (eV): -8.9
Charge: 0
Kohn-Sham gap (eV): 9.263

Mulliken atomic charge list, values in e, 2 entries:
1. N -0.38
2. C 0.21


[8]
DFT (the ωB97M-V functional and the def2-TZVPD basis) results for a structure of composition C2H6N2O2.

Atoms and positions in Å:
C -1.48975 1.87445 0.16952
N -0.23177 1.69526 0.52331
H -2.15447 1.03542 0.38042
H -1.83014 2.84119 -0.24184
H 0.44650 2.45177 0.32061
H 0.18665 0.62711 0.68714
N 0.89108 -2.51697 -0.35454
C 0.59390 -1.14926 -0.28695
O 0.49661 -0.60110 -1.38873
O 0.44866 -0.63164 0.90518
H 1.32365 -2.78041 -1.23929
H 1.31908 -2.84582 0.52516

Forces on the atoms, in the same order (eV/Å):
3.3 -0.1 1.2
-2.7 2.2 -1.8
0.0 0.3 -0.3
0.1 -0.7 0.3
-0.8 -0.5 0.1
0.1 -1.7 0.8
0.4 0.1 1.6
0.4 -1.0 -0.8
-0.4 1.1 0.5
0.0 0.2 -1.2
-0.2 0.1 0.7
-0.3 -0.1 -1.1

Results
LUMO (eV): -0.6021
E_HOMO (eV): -8.9
Charge: 0
Kohn-Sham gap (eV): 8.310

Mulliken atomic charge list, values in e, 2 entries:
1. C -0.13
2. N -0.20


[9]
DFT (the ωB97M-V functional and the def2-TZVPD basis) results for the molecule C2H6N2O2.

Atoms and positions in Å:
C -0.84637 0.44589 0.57184
C 0.48707 0.51934 -0.07643
N -1.92566 0.02676 -0.07843
O 1.73308 -1.19630 -0.95028
O 1.37613 1.32498 0.70873
N 0.60885 -0.88248 -0.06453
H 1.68853 -2.15430 -1.03344
H 2.04469 0.69624 1.01821
H -1.74118 -0.52549 -0.91219
H -2.82996 -0.05293 0.36352
H -0.99102 0.88907 1.55312
H 0.39584 0.90923 -1.10014

Forces on the atoms, in the same order (eV/Å):
-2.2 0.6 -0.9
-0.4 -1.9 -0.2
1.9 0.2 1.3
0.4 0.1 -0.1
0.0 0.0 -0.2
0.0 0.1 0.0
-0.1 0.1 0.1
-0.1 0.0 0.0
0.1 0.1 -0.1
0.1 0.1 0.1
-0.1 -0.2 0.1
0.3 0.7 0.0

Results
LUMO (spin up / spin down) (eV): -0.5488 / -0.5490
E_HOMO (spin up / spin down) (eV): -6.4 / -6.4
Charge: 0
Kohn-Sham gap (spin up / spin down) (eV): 5.846 / 5.846

Mulliken atomic charge list, values in e, 2 entries:
1. C -0.02
2. C 0.12


[10]
DFT (the ωB97M-V functional and the def2-TZVPD basis) results for the ion C2H6N2O2P with charge -1.

Atoms and positions in Å:
C 0.43380 -0.45093 0.02595
C 0.60649 0.69878 -0.94787
N -0.86142 -0.61302 0.62845
N -0.28029 0.78945 -2.13464
O 0.41593 -0.51761 2.98058
O -2.07621 -0.88274 2.96778
P -0.84972 -0.68596 2.21449
H 0.71608 -1.38686 -0.53916
H 1.17099 -0.23780 0.70671
H 0.58060 1.69179 -0.45992
H 1.68407 0.63223 -1.24311
H -1.10535 1.21250 -1.89985
H -0.43498 -0.24981 -2.29942

Forces on the atoms, in the same order (eV/Å):
-1.4 -0.7 -2.1
0.6 1.5 -0.4
-0.4 0.0 0.9
3.4 -3.7 -0.5
0.3 0.0 -0.3
-1.8 -0.3 0.4
1.4 0.5 -0.9
-0.1 0.5 0.4
2.1 0.0 2.0
-0.3 -0.5 0.2
-0.7 0.0 -0.4
-2.6 0.9 0.9
-0.5 1.9 -0.3

Results
LUMO (eV): 4.1716
E_HOMO (eV): -4.6
Charge: -1
Kohn-Sham gap (eV): 8.759

Mulliken atomic charge list, values in e, 2 entries:
1. C -0.42
2. C -0.61


Values of largest force on an atom, in order: 1.9 6.1 6.2 5.2 2.9 6.0 1.0 3.9 2.5 5.0, all in eV/A.